ORCA calculation (ωB97M-V with the def2-TZVPD basis set) on C9H16IN2O as an isolated structure in a non-equilibrium geometry.

electronic energy = -834.5087 a.u.
orbital gap (spin up / spin down) = 0.2214 / 0.1553 Eh
largest force on an atom = 4.549 eV/Å

The geometry in ORCA input format:
```
! wB97M-V def2-TZVPD RIJCOSX def2/J DEFGRID3
* xyz 1 3
C 1.21 0.07 -2.09
C 1.31 -1.13 -1.13
C -0.55 -0.49 0.70
C 0.78 -0.24 -0.02
C 0.52 2.07 -0.86
C -1.80 0.09 -0.02
C 2.76 -1.62 -0.86
C -0.64 0.04 2.07
C 0.51 2.65 0.35
N 0.77 0.77 -1.02
N -2.94 -0.55 0.75
O 1.55 0.41 -3.18
I -2.08 -0.76 -2.08
H 0.71 -1.98 -1.43
H -0.65 -1.63 0.66
H 1.54 -0.14 0.73
H 0.53 2.57 -1.77
H 3.31 -0.91 -0.23
H 3.27 -1.57 -1.86
H 2.66 -2.65 -0.35
H 0.35 -0.11 2.62
H -1.34 -0.61 2.69
H -0.99 1.11 2.15
H -1.98 1.20 -0.12
H 0.06 3.68 0.46
H 0.67 1.92 1.10
H -2.95 -1.60 0.47
H -3.86 -0.16 0.49
H -2.71 -0.44 1.76
*
```

Atom charges from the Löwdin analysis, given in e for atoms 1 to 4: C -0.43; C -0.23; C -0.37; C -0.22